DFT (the ωB97M-V functional and the def2-TZVPD basis) results for a structure of composition C16H14BrFV in a non-equilibrium geometry.

Atoms and positions in Å:
C  1.2507  -0.7925  -2.7261
C  0.7482  0.5022  -2.9149
C  1.2490  1.3138  -1.8675
H  0.0660  0.8180  -3.6826
C  2.0746  0.5186  -1.0525
C  2.0526  -0.7906  -1.5537
H  2.5644  -1.6355  -1.1276
H  1.0527  -1.6438  -3.3522
H  1.0008  2.3438  -1.6950
H  2.5767  0.8431  -0.1620
V  -0.1217  -0.2946  -0.9549
Br  -1.8119  1.5692  -1.4200
C  -1.7127  -1.4080  0.2838
C  -0.5068  -2.1498  0.3249
C  -0.2311  -2.5848  -0.9788
H  0.1060  -2.3040  1.1939
C  -1.2566  -2.1010  -1.8340
C  -2.1829  -1.4080  -1.0412
H  -3.0619  -0.9054  -1.3951
H  -2.1621  -0.8897  1.1095
H  0.6162  -3.1734  -1.2807
H  -1.3238  -2.2455  -2.8979
F  -0.0547  2.6843  4.8317
C  -0.0707  2.0392  3.6397
C  -1.2141  2.0674  2.8544
C  -1.2276  1.4186  1.6214
C  -0.0964  0.7164  1.1244
C  1.0350  0.6665  1.9654
C  1.0494  1.3333  3.2018
H  -2.0976  2.5977  3.1964
H  -2.1573  1.4751  1.0869
H  1.9145  0.1179  1.6805
H  1.9334  1.3014  3.8219

Kohn-Sham gap (alpha / beta) in eV: 8.19 / 8.32
Spin multiplicity: 2
LUMO (alpha / beta) in eV: -0.102 / 0.021
Maximum force in eV Å⁻¹: 1.4
Total energy in eV: -115266.4940